The following is a DFT calculation (ωB97M-V with the def2-TZVPD basis set) of C26H27BeN5OSTe as an isolated structure.

```
62
Properties=species:S:1:pos:R:3:lowdin_charge:R:1
Be -1.088 -0.310 0.490 0.034
N -2.155 -3.961 -1.109 0.156
C -2.126 -2.660 -0.879 -0.083
N -1.445 -2.104 0.086 0.090
C -0.713 -2.922 0.955 -0.273
N -0.149 -2.385 2.001 0.118
N -0.539 -1.071 2.030 -0.113
C -0.469 -0.361 3.077 -0.008
C -1.196 0.912 2.924 -0.219
C -1.421 1.787 3.965 0.024
C -2.312 2.835 3.772 -0.003
C -2.949 2.953 2.549 -0.010
C -2.641 2.046 1.547 -0.084
N -1.766 1.054 1.707 0.103
C -0.623 -4.342 0.690 -0.082
C 0.148 -5.210 1.469 0.014
C 0.145 -6.559 1.193 -0.030
C -0.627 -7.061 0.141 -0.025
C -1.398 -6.220 -0.635 0.008
C -1.390 -4.861 -0.352 -0.155
H -2.734 -4.322 -1.852 0.175
H -2.689 -2.022 -1.549 0.150
H -0.016 -0.691 4.006 0.155
H -0.929 1.632 4.917 0.134
H -2.530 3.528 4.574 0.131
H -3.679 3.730 2.370 0.125
H -3.139 2.109 0.588 0.090
H 0.734 -4.802 2.281 0.125
H 0.737 -7.235 1.795 0.123
H -0.624 -8.122 -0.068 0.125
H -1.993 -6.609 -1.452 0.127
O -1.512 0.333 -1.001 -0.559
S -2.292 1.385 -1.807 1.064
C -1.294 2.892 -1.850 -0.291
C -1.481 3.422 -3.264 -0.208
C -1.304 2.225 -4.209 -0.193
C -1.928 0.986 -3.543 -0.270
H -0.271 2.563 -1.650 0.075
H -1.621 3.573 -1.068 0.100
H -0.760 4.210 -3.471 0.130
H -2.476 3.858 -3.375 0.125
H -0.246 2.048 -4.397 0.120
H -1.779 2.419 -5.168 0.124
H -1.256 0.128 -3.496 0.099
H -2.864 0.678 -4.004 0.097
C 2.516 0.574 1.417 -0.384
Te 1.526 -0.460 -0.170 1.514
C 2.223 1.144 -1.398 -0.390
C 3.367 1.759 -0.626 -0.291
C 4.285 2.590 -1.260 -0.032
C 5.327 3.155 -0.542 -0.058
C 5.459 2.890 0.815 -0.056
C 4.551 2.059 1.450 -0.029
C 3.502 1.490 0.735 -0.292
H 3.003 -0.145 2.070 0.069
H 1.770 1.124 1.994 0.054
H 1.416 1.857 -1.567 0.027
H 2.540 0.749 -2.361 0.065
H 4.189 2.790 -2.322 0.120
H 6.045 3.789 -1.045 0.115
H 6.279 3.319 1.375 0.115
H 4.662 1.843 2.507 0.122
```

## Properties
- Relative energy (zero: lowest compared OMol25 entry of this formula, charge and spin): 76.7 kJ/mol
- Electronic energy: -2036.546835 a.u.
- Frontier orbital gap: 7.154 eV
- Total charge: +2
- LUMO energy: -6.32 eV
- E_HOMO: -13.5 eV


The following is a DFT calculation (ωB97M-V with the def2-TZVPD basis set) of the molecule C5H9NS.

```
16
Properties=species:S:1:pos:R:3:lowdin_charge:R:1
C 1.087 1.486 1.980 -0.096
C 1.050 0.848 0.599 -0.907
S 2.329 0.308 -0.274 0.673
N -0.112 0.721 0.037 0.044
C -0.481 -0.310 -0.609 -0.422
C -0.083 -1.667 -0.326 -0.081
C -1.547 -0.060 -1.658 -0.011
H 1.936 2.175 2.086 0.064
H 1.088 0.792 2.836 0.074
H 0.054 2.093 2.010 0.117
H -0.784 -2.418 -0.472 0.052
H 0.540 -2.012 0.554 0.111
H 0.561 -1.907 -1.251 0.120
H -1.519 0.883 -2.065 0.046
H -2.489 0.058 -1.092 0.096
H -1.631 -0.989 -2.354 0.122
```

## Properties
- Relative energy (zero: lowest compared OMol25 entry of this formula, charge and spin): 166.6 kJ/mol
- Electronic energy: -648.789709 a.u.
- Frontier orbital gap: 8.123 eV
- Total charge: 0
- LUMO energy: 0.07 eV
- E_HOMO: -8.1 eV


The following is a DFT calculation (ωB97M-V with the def2-TZVPD basis set) of a 2-piece molecular cluster, C24H20F3NO6S overall.

```
55
Properties=species:S:1:pos:R:3:lowdin_charge:R:1
F 3.491 0.802 3.556 0.117
C 2.385 0.042 3.477 -0.634
F 2.613 -0.930 2.552 0.094
F 2.146 -0.540 4.669 0.123
S 0.914 1.113 3.052 0.706
C -0.236 -0.046 2.441 -0.258
C -1.556 0.073 2.973 -0.296
C -2.372 -1.076 3.238 -0.045
C -3.667 -0.952 3.711 -0.007
C -4.215 0.343 3.903 -0.185
N -5.617 0.559 4.009 -0.344
O -6.012 1.752 4.009 0.010
O -6.406 -0.409 4.045 0.025
C -3.408 1.489 3.744 0.003
C -2.118 1.355 3.282 -0.045
O 0.481 1.694 4.305 -0.297
O 1.402 1.984 1.998 -0.340
H 0.170 -0.998 2.104 0.077
H -1.906 -2.058 3.138 0.107
H -4.283 -1.814 3.968 0.114
H -3.817 2.465 3.991 0.118
H -1.512 2.253 3.231 0.101
C -3.678 -0.919 -5.635 -0.043
O -3.927 -0.708 -4.223 -0.056
C -2.875 -0.409 -3.423 -0.227
C -3.084 -0.419 -2.013 0.032
C -2.015 -0.284 -1.157 0.032
C -0.680 -0.108 -1.646 -0.175
C 0.437 -0.085 -0.778 0.129
C 1.779 -0.236 -1.227 -0.163
C 2.823 0.303 -0.426 0.070
C 4.133 0.201 -0.825 -0.131
C 4.465 -0.397 -2.066 -0.186
O 5.792 -0.364 -2.360 0.014
C 6.460 0.305 -1.227 -0.098
C 5.394 0.671 -0.180 -0.081
C 3.468 -0.962 -2.879 0.027
C 2.173 -0.926 -2.429 -0.011
C -0.541 0.050 -3.058 -0.011
C -1.587 -0.119 -3.936 0.005
H -4.654 -1.194 -6.032 0.098
H -3.312 -0.005 -6.119 0.095
H -2.956 -1.730 -5.794 0.102
H -4.101 -0.569 -1.647 0.133
H -2.165 -0.308 -0.077 0.126
H 0.258 0.126 0.272 0.081
H 2.593 0.845 0.490 0.106
H 7.210 -0.391 -0.831 0.127
H 6.975 1.190 -1.625 0.127
H 5.390 1.750 0.023 0.133
H 5.586 0.156 0.772 0.130
H 3.748 -1.402 -3.832 0.127
H 1.402 -1.416 -3.020 0.116
H 0.425 0.313 -3.475 0.115
H -1.413 -0.060 -5.015 0.114
```

## Properties
- Relative energy (zero: lowest compared OMol25 entry of this formula, charge and spin): 17.6 kJ/mol
- Electronic energy: -2130.302826 a.u.
- Frontier orbital gap: 3.921 eV
- Total charge: 0
- LUMO energy: -2.72 eV
- E_HOMO: -6.6 eV


The following is a DFT calculation (ωB97M-V with the def2-TZVPD basis set) of the molecule C5H7N.

```
13
Properties=species:S:1:pos:R:3:lowdin_charge:R:1
C 1.752 0.994 -0.314 -0.060
C 0.785 0.037 -0.869 -0.211
C 0.058 -0.777 -1.499 0.058
C -0.926 -0.071 -0.328 -0.350
C -1.594 -1.085 0.531 -0.156
N -0.819 -0.035 1.153 0.025
H 2.672 0.916 -0.903 0.092
H 2.001 0.779 0.731 0.080
H 1.385 2.022 -0.387 0.092
H -1.535 0.739 -0.720 0.127
H -1.187 -2.093 0.487 0.112
H -2.672 -1.021 0.668 0.106
H 0.080 -0.405 1.451 0.084
```

## Properties
- Relative energy (zero: lowest compared OMol25 entry of this formula, charge and spin): 499.7 kJ/mol
- Electronic energy: -249.282911 a.u.
- Frontier orbital gap: 10.051 eV
- Total charge: 0
- LUMO energy: 0.91 eV
- E_HOMO: -9.1 eV